14
Properties=species:S:1:pos:R:3:forces:R:3 method="wB97M-V/def2-TZVPD" e_above_lowest_ev=2.222 total_charge=0 energy_ha=-324.64281 orbital_gap_ev=9.715
H -2.977 -1.550 0.012 0.411 -0.891 0.030
N -2.584 -0.650 0.212 -0.135 -0.723 -0.780
C -1.370 -0.375 -0.101 -0.562 -0.156 -0.049
C -0.037 -0.921 -0.312 -0.084 -0.015 0.061
C 0.820 0.097 -0.028 -0.142 -0.189 0.103
C 2.315 0.063 0.090 -0.135 0.014 -0.013
O 0.229 1.290 0.258 -0.314 -0.085 0.513
C -1.196 1.087 0.043 -0.525 -0.104 -0.180
H 0.253 -1.954 -0.453 -0.020 0.173 -0.072
H 2.780 0.905 -0.433 -0.198 -0.096 0.049
H 2.718 -0.870 -0.318 -0.181 0.170 0.069
H 2.613 0.131 1.143 -0.127 0.025 -0.148
H -2.107 1.091 0.738 1.985 2.050 0.458
H -1.457 1.655 -0.853 0.028 -0.172 -0.043